No. 1
{
  "formula": "C20H20N4",
  "method": "ωB97M-V/def2-TZVPD",
  "energy_ha": -992.7018,
  "orbital_gap_ev": 8.29,
  "e_lumo_ha": 0.0014,
  "symbols": ["N", "C", "C", "C", "C", "C", "H", "H", "H", "H", "H", "N", "C", "C", "C", "C", "C", "H", "H", "H", "H", "H", "N", "C", "C", "C", "C", "C", "H", "H", "H", "H", "H", "N", "C", "C", "C", "C", "C", "H", "H", "H", "H", "H"],
  "coordinates": [[-2.934, -0.902, 3.984], [-1.677, -0.259, 4.227], [-0.564, -0.379, 3.373], [-0.734, -1.006, 2.202], [-1.957, -1.618, 1.838], [-3.026, -1.534, 2.767], [-1.517, 0.195, 5.194], [0.327, 0.104, 3.748], [0.181, -0.955, 1.630], [-2.141, -2.000, 0.845], [-4.014, -1.854, 2.472], [-1.161, -2.020, -0.100], [0.089, -1.580, 0.019], [0.707, -0.645, -0.827], [-0.071, 0.098, -1.730], [-1.426, -0.415, -1.938], [-1.897, -1.482, -1.162], [0.597, -2.129, 0.798], [1.736, -0.407, -0.601], [0.391, 0.890, -2.300], [-2.129, -0.006, -2.649], [-2.901, -1.861, -1.280], [-0.991, 3.660, -4.899], [-0.577, 4.083, -3.613], [-0.731, 3.236, -2.502], [-1.270, 1.995, -2.647], [-1.694, 1.548, -3.895], [-1.527, 2.433, -4.969], [0.064, 4.940, -3.470], [-0.452, 3.574, -1.515], [-1.354, 1.350, -1.784], [-1.972, 0.515, -4.041], [-1.743, 2.125, -5.981], [1.867, -0.539, 0.940], [2.028, -0.416, 2.317], [3.236, -0.712, 3.011], [4.300, -1.153, 2.212], [4.190, -1.203, 0.832], [2.977, -0.901, 0.252], [1.219, -0.278, 3.018], [3.249, -0.682, 4.091], [5.252, -1.354, 2.681], [5.071, -1.495, 0.280], [2.982, -0.963, -0.826]]
}

No. 2
{
  "formula": "C20H20N4O4",
  "method": "ωB97M-V/def2-TZVPD",
  "energy_ha": -1293.5049,
  "orbital_gap_ev": 7.20,
  "e_lumo_ha": -0.0078,
  "symbols": ["C", "C", "H", "H", "O", "C", "O", "C", "C", "C", "C", "C", "C", "O", "C", "C", "C", "C", "C", "C", "C", "O", "C", "H", "H", "H", "H", "H", "C", "N", "N", "C", "N", "C", "N", "H", "H", "H", "H", "H", "H", "H", "H", "H", "H", "H", "H", "H"],
  "coordinates": [[5.208, -1.345, -2.859], [4.304, -0.451, -2.262], [3.586, 0.059, -3.000], [4.701, 0.366, -1.785], [3.474, -1.385, -1.432], [2.405, -0.671, -0.582], [2.055, 0.433, -0.684], [1.756, -1.480, 0.197], [1.360, -2.750, -0.196], [0.731, -3.654, 0.723], [0.285, -2.975, 2.019], [0.620, -1.824, 2.339], [1.471, -1.251, 1.498], [1.960, 0.221, 2.066], [1.008, 1.020, 2.505], [-0.073, 1.419, 1.732], [-1.179, 0.641, 1.561], [-2.139, 1.020, 0.542], [-1.619, 2.117, -0.568], [-0.544, 2.710, -0.303], [0.318, 2.395, 0.541], [1.431, 3.105, 0.965], [2.075, 3.898, -0.185], [3.013, 4.128, 0.261], [1.480, 4.852, -0.668], [2.241, 3.211, -1.164], [-0.237, 3.189, -1.189], [-2.363, 2.371, -1.352], [-3.436, 0.339, 0.500], [-4.156, 0.555, -0.485], [-5.332, 0.026, -0.630], [-6.335, 0.040, -1.647], [-7.273, -0.698, -1.246], [-6.936, -1.505, -0.164], [-5.772, -1.080, 0.309], [-7.471, -1.916, 0.382], [-6.195, 0.757, -2.509], [-3.573, -0.334, 1.438], [-1.502, 0.108, 2.266], [0.417, 0.718, 3.604], [1.710, 1.807, 3.104], [0.336, -1.536, 3.683], [-0.317, -3.863, 2.687], [0.351, -4.732, 0.422], [1.580, -3.034, -1.167], [6.007, -1.817, -2.226], [4.729, -2.280, -3.392], [5.844, -0.926, -3.648]]
}

No. 3
{
  "formula": "C20H20N4O4S",
  "method": "ωB97M-V/def2-TZVPD",
  "energy_ha": -1692.3475,
  "orbital_gap_ev": 9.13,
  "smiles": "COCCn1c(SCC(=O)NNC(=O)c2ccccc2)nc2ccccc2c1=O",
  "e_lumo_ha": 0.0170,
  "symbols": ["C", "H", "O", "C", "C", "N", "C", "N", "C", "C", "C", "C", "C", "C", "C", "O", "H", "H", "H", "H", "S", "C", "C", "O", "N", "N", "C", "O", "C", "C", "C", "C", "C", "C", "H", "H", "H", "H", "H", "H", "H", "H", "H", "H", "H", "H", "H", "H", "H"],
  "coordinates": [[2.524, -2.422, -6.513], [3.311, -2.844, -5.877], [1.844, -1.382, -5.858], [1.207, -1.801, -4.679], [0.472, -0.594, -4.092], [-0.137, -0.907, -2.816], [0.530, -0.753, -1.640], [0.037, -0.992, -0.475], [-1.249, -1.467, -0.383], [-1.807, -1.701, 0.878], [-3.090, -2.193, 0.969], [-3.837, -2.465, -0.176], [-3.303, -2.227, -1.422], [-2.007, -1.721, -1.537], [-1.440, -1.440, -2.848], [-1.993, -1.621, -3.910], [-3.861, -2.415, -2.327], [-4.840, -2.854, -0.083], [-3.522, -2.366, 1.943], [-1.239, -1.465, 1.764], [2.197, -0.191, -1.752], [2.829, -0.524, -0.074], [2.582, 0.620, 0.893], [3.436, 1.413, 1.239], [1.317, 0.658, 1.340], [0.931, 1.643, 2.242], [-0.086, 1.416, 3.117], [-0.766, 0.408, 3.055], [-0.312, 2.505, 4.101], [0.067, 3.825, 3.875], [-0.180, 4.788, 4.836], [-0.801, 4.446, 6.027], [-1.191, 3.136, 6.252], [-0.954, 2.171, 5.291], [-1.257, 1.146, 5.443], [-1.683, 2.868, 7.175], [-0.986, 5.202, 6.775], [0.112, 5.812, 4.656], [0.529, 4.113, 2.942], [1.673, 2.314, 2.407], [0.597, 0.018, 0.986], [2.360, -1.444, 0.272], [3.903, -0.653, -0.203], [1.170, 0.238, -3.979], [-0.328, -0.305, -4.778], [0.485, -2.605, -4.890], [1.949, -2.180, -3.957], [2.971, -1.985, -7.404], [1.836, -3.225, -6.804]]
}

No. 4
{
  "formula": "C20H20N4O5S",
  "method": "ωB97M-V/def2-TZVPD",
  "energy_ha": -1767.5258,
  "orbital_gap_ev": 8.44,
  "smiles": "COCc1nnc(NC(=O)c2ccc(S(=O)(=O)N3CCCc4ccccc43)cc2)o1",
  "e_lumo_ha": -0.0164,
  "symbols": ["C", "H", "H", "O", "C", "C", "N", "N", "C", "N", "C", "O", "C", "C", "C", "C", "C", "C", "H", "H", "S", "O", "O", "N", "C", "C", "C", "C", "C", "C", "C", "C", "C", "H", "H", "H", "H", "H", "H", "H", "H", "H", "H", "H", "H", "H", "O", "H", "H", "H"],
  "coordinates": [[6.627, -2.137, -1.384], [6.689, -3.223, -1.394], [5.579, -1.833, -1.313], [7.385, -1.717, -0.268], [7.478, -0.326, -0.114], [6.244, 0.285, 0.461], [6.138, 0.947, 1.563], [4.844, 1.301, 1.703], [4.225, 0.824, 0.667], [2.888, 0.958, 0.423], [2.206, 0.331, -0.604], [2.748, -0.414, -1.382], [0.750, 0.645, -0.647], [-0.087, -0.304, -1.234], [-1.448, -0.078, -1.325], [-1.966, 1.105, -0.830], [-1.148, 2.068, -0.268], [0.215, 1.844, -0.178], [0.850, 2.618, 0.226], [-1.595, 2.987, 0.078], [-3.743, 1.381, -0.854], [-3.997, 2.743, -0.491], [-4.258, 0.899, -2.096], [-4.308, 0.420, 0.401], [-4.069, -0.963, 0.331], [-4.471, -1.667, -0.802], [-4.245, -3.026, -0.901], [-3.628, -3.705, 0.137], [-3.246, -3.012, 1.269], [-3.455, -1.644, 1.387], [-3.051, -0.941, 2.655], [-2.992, 0.571, 2.468], [-4.245, 1.015, 1.719], [-4.275, 2.095, 1.576], [-5.139, 0.708, 2.272], [-2.937, 1.075, 3.434], [-2.108, 0.843, 1.888], [-2.085, -1.323, 2.993], [-3.784, -1.181, 3.432], [-2.772, -3.536, 2.087], [-3.451, -4.767, 0.066], [-4.560, -3.556, -1.787], [-4.951, -1.129, -1.602], [-2.108, -0.796, -1.782], [0.352, -1.213, -1.617], [2.396, 1.488, 1.127], [5.044, 0.175, -0.172], [8.292, -0.140, 0.589], [7.703, 0.158, -1.078], [7.051, -1.738, -2.314]]
}

No. 5
{
  "formula": "C20H20N5ORuS4",
  "method": "ωB97M-V/def2-TZVPD",
  "total_charge": 1,
  "energy_ha": -2810.5346,
  "s_squared": 6.032,
  "orbital_gap_ev": [7.47, 5.53],
  "multiplicity": 5,
  "e_lumo_ha": [-0.1349, -0.2054],
  "symbols": ["Ru", "C", "C", "N", "N", "C", "S", "S", "C", "C", "C", "C", "C", "C", "C", "C", "C", "C", "C", "C", "C", "O", "H", "H", "H", "H", "H", "H", "H", "H", "H", "H", "H", "H", "H", "H", "S", "C", "N", "S", "C", "N", "C", "C", "N", "H", "H", "H", "H", "H", "H"],
  "coordinates": [[1.809, -0.286, 0.244], [-1.935, -2.576, 1.101], [-0.543, -2.030, 1.271], [0.140, -1.637, 0.231], [-0.538, -1.847, -0.994], [0.125, -1.483, -2.014], [1.771, -0.837, -1.965], [-0.465, -1.640, -3.648], [-2.271, -1.635, -3.393], [-2.891, -0.264, -3.429], [-2.934, 0.543, -2.297], [-3.478, 1.819, -2.361], [-3.990, 2.299, -3.561], [-3.953, 1.498, -4.693], [-3.403, 0.224, -4.626], [0.021, -1.989, 2.624], [-0.560, -2.817, 3.608], [-0.112, -2.822, 4.907], [0.924, -1.960, 5.268], [1.505, -1.141, 4.327], [1.074, -1.167, 3.006], [1.727, -0.344, 2.151], [-2.431, -2.104, 0.264], [-2.506, -2.417, 2.011], [-1.901, -3.648, 0.888], [-2.461, -2.166, -2.463], [-2.631, -2.247, -4.220], [-2.529, 0.178, -1.360], [-3.504, 2.439, -1.472], [-4.420, 3.292, -3.611], [-4.354, 1.863, -5.631], [-3.376, -0.398, -5.515], [-1.365, -3.483, 3.331], [-0.561, -3.481, 5.637], [1.276, -1.931, 6.292], [2.313, -0.469, 4.585], [-1.012, 3.470, 0.534], [-0.079, 2.220, 0.287], [0.627, 1.278, 0.090], [4.130, -0.717, 0.253], [3.923, 1.010, 0.330], [3.931, 1.816, -0.728], [3.926, 3.238, -0.352], [3.806, 3.170, 1.191], [3.876, 1.722, 1.444], [4.169, 1.463, -1.641], [3.075, 3.745, -0.797], [4.841, 3.719, -0.687], [2.857, 3.572, 1.536], [4.614, 3.679, 1.706], [3.742, 1.280, 2.340]]
}

No. 6
{
  "formula": "C20H20N6O2",
  "method": "ωB97M-V/def2-TZVPD",
  "energy_ha": -1252.9933,
  "orbital_gap_ev": 8.99,
  "e_lumo_ha": -0.0030,
  "symbols": ["N", "N", "O", "O", "C", "N", "N", "C", "C", "C", "C", "C", "C", "C", "C", "C", "C", "C", "C", "C", "C", "N", "N", "C", "C", "C", "C", "C", "H", "H", "H", "H", "H", "H", "H", "H", "H", "H", "H", "H", "H", "H", "H", "H", "H", "H", "H", "H"],
  "coordinates": [[-6.996, 2.049, -2.380], [8.464, -1.170, -0.642], [0.011, -2.338, -0.590], [-1.857, 1.776, -1.944], [-5.872, 1.784, -2.469], [6.947, -2.075, -2.491], [7.754, -1.649, -1.569], [0.573, -1.337, -0.909], [-2.459, 0.778, -1.630], [-2.295, 1.500, 5.693], [-0.973, 1.609, 5.141], [-3.260, 0.858, 4.930], [2.757, -0.076, -1.294], [2.453, -2.558, -1.743], [4.075, -0.146, -1.749], [3.706, -2.502, -2.440], [-0.720, 1.071, 3.943], [-3.006, 0.326, 3.662], [1.981, -1.312, -1.331], [4.555, -1.333, -2.323], [-1.698, 0.414, 3.205], [-3.756, 0.620, -2.052], [-0.187, -0.177, -0.892], [5.853, -1.286, -3.134], [-4.471, 1.737, -2.699], [-1.298, -0.243, 1.885], [-1.921, 0.607, 0.723], [-1.689, -0.130, -0.607], [-2.504, 1.834, 6.746], [-0.127, 2.072, 5.671], [-4.207, 0.855, 5.435], [2.177, 0.769, -0.991], [1.746, -3.409, -1.801], [4.803, 0.659, -1.677], [4.039, -3.378, -3.046], [0.281, 1.078, 3.635], [-3.869, -0.165, 3.162], [-4.277, -0.041, -1.465], [0.145, 0.595, -1.370], [6.292, -0.302, -3.154], [5.752, -1.645, -4.184], [-4.285, 1.699, -3.836], [-4.133, 2.710, -2.312], [-1.650, -1.268, 1.946], [-0.197, -0.140, 1.807], [-1.431, 1.608, 0.822], [-3.041, 0.810, 0.912], [-2.185, -1.140, -0.594]]
}

Asked for energy above the lowest of the compared OMol25 structures with the same formula, charge and spin across the records above, the calculation gives 13.223; 18.778; 0.000; 2.655; 1.119; 4.858 eV in order.